Entry from OMol25: a 11-piece molecular cluster, C6H33NO11 overall (wB97M-V/def2-TZVPD).

## Properties
Maximum force, eV Å⁻¹: 2.84
SMILES: CN1CCC[C@H]1CO.O.O.O.O.O.O.O.O.O.O
E, eV: -30771.368
Spin multiplicity: 1
Frontier orbital gap, eV: 9.45
Highest occupied orbital energy, eV: -9.16

Last column: natural (NBO) charge in e.
CARTESIAN COORDINATES (ANGSTROEM)
C  -1.9338  -1.1417  1.8748  -0.435
N  -0.8490  -1.8787  1.1589  -0.494
C  -0.1072  -2.7977  2.0738  -0.234
C  1.0811  -1.9959  2.6691  -0.439
C  1.2834  -0.8194  1.6978  -0.431
C  0.1928  -0.9597  0.6185  -0.093
C  0.7761  -1.5903  -0.6746  -0.067
O  0.7912  -0.6757  -1.7332  -0.778
H  -2.6629  -1.8906  2.2188  0.202
H  -1.5007  -0.5268  2.7152  0.166
H  -2.4405  -0.4913  1.1350  0.240
H  0.3126  -3.6476  1.5073  0.197
H  -0.7650  -3.2216  2.8905  0.208
H  0.8941  -1.6325  3.7123  0.208
H  1.9680  -2.5909  2.7309  0.214
H  1.1691  0.1560  2.2401  0.230
H  2.2947  -0.8130  1.2477  0.226
H  -0.2659  0.0653  0.3630  0.217
H  0.0597  -2.3984  -1.0618  0.182
H  1.7897  -2.0475  -0.5397  0.168
H  1.4130  0.1116  -1.5023  0.512
H  -2.6924  -1.8891  -2.4090  0.512
H  -2.3960  -1.7808  -3.9507  0.489
O  -2.8021  -1.3173  -3.1750  -0.972
H  4.8200  0.6045  -0.5403  0.468
H  3.7540  1.6310  -0.7986  0.501
O  4.5995  1.4970  -0.3433  -0.962
H  -2.3632  0.9797  -0.8308  0.514
H  -3.6585  1.6900  -0.3276  0.487
O  -2.8732  1.2232  -0.0504  -0.988
H  -2.0668  0.0808  -2.7645  0.531
H  -0.5617  0.2563  -2.0369  0.512
O  -1.4070  0.7363  -2.2392  -1.080
H  2.3044  2.3932  1.4705  0.479
H  3.7013  1.6265  1.1246  0.500
O  2.9097  1.6383  1.7313  -1.013
H  -0.5725  2.2217  -2.4540  0.518
H  -0.3141  3.5778  -3.2436  0.490
O  0.0597  2.9681  -2.5235  -1.016
H  -3.0768  -3.4124  -0.7568  0.478
H  -1.8185  -2.6750  -0.4377  0.506
O  -2.3175  -3.0137  -1.1478  -0.969
H  0.3690  3.5060  -0.8011  0.503
H  0.1217  3.0676  0.6983  0.511
O  0.7872  3.3648  0.0545  -1.014
H  1.6997  2.1720  -0.7268  0.519
H  1.8735  2.0760  -2.2419  0.512
O  2.1524  1.6214  -1.4310  -1.010
H  -1.8216  1.9613  1.0255  0.510
H  -0.7894  1.6219  2.1579  0.474
O  -1.1214  2.3595  1.6254  -0.987